25
Properties=species:S:1:pos:R:3:forces:R:3:nbo_charge:R:1 method="wB97M-V/def2-TZVPD" homo_ev=-14.504 energy_ev=-80507.1439 charge=+1 homo_lumo_gap_ev=11.523 molar_mass_g_mol=200.1
C -2.33201 0.61042 0.24658 -0.1711 -0.0606 0.0125 -0.6455
C -1.33115 1.44795 -0.53027 0.4094 0.1180 -0.0439 -0.2491
N -0.31227 0.72383 -1.32015 -0.2075 -0.2693 0.1351 -0.4111
N 0.79705 0.23128 -0.55218 0.1069 -0.0206 0.3114 -0.3969
C 0.63134 -1.02428 0.33520 -0.3202 0.3409 -0.4946 -0.1065
Br 1.95026 -2.28418 -0.27591 0.1914 -0.1370 0.0798 0.0861
C 0.71142 -0.75112 1.84833 0.0809 -0.1080 -0.0030 -0.4596
C 0.95305 0.69565 2.27265 -0.0252 0.1119 -0.0421 -0.6387
H -1.89076 0.05497 1.07756 0.0538 0.0709 -0.0426 0.1984
H -3.10086 1.26092 0.67006 0.0792 -0.0489 -0.0307 0.2518
H -2.84252 -0.10592 -0.40503 0.0682 0.0936 0.0177 0.2263
H -0.77081 2.13386 0.11701 -0.1786 -0.0381 -0.0307 0.1984
H -1.82539 2.09025 -1.26134 -0.0866 -0.1343 0.0601 0.2442
H -0.69804 -0.09065 -1.79809 0.0427 0.1836 -0.1623 0.3829
H 1.54828 0.06304 -1.22950 -0.0410 -0.0402 0.0516 0.4540
H 1.11203 0.99766 0.05360 -0.0221 0.0111 -0.1531 0.4441
H -0.32955 -1.42533 0.02308 0.0468 -0.0342 0.1380 0.2397
H -0.22110 -1.11683 2.28308 0.0850 0.0444 0.0330 0.2442
H 1.51069 -1.37274 2.25263 -0.0816 0.0293 -0.0089 0.2516
H 0.10449 1.34848 2.04194 0.1111 -0.0652 0.0426 0.2137
H 1.86587 1.12366 1.83802 -0.0534 -0.0733 0.0711 0.2067
H 1.10102 0.72907 3.35221 -0.0587 0.0002 -0.0718 0.2682
O 1.07834 -1.68951 -3.66898 -0.1548 0.2813 0.2572 -0.9601
H 1.35631 -2.14396 -4.47081 0.0057 0.0130 0.0205 0.4916
H 1.57959 -2.08146 -2.94928 0.1199 -0.2684 -0.1470 0.4657